1.
Computed, not measured: a molecular structure, C2HBaO3 at a distorted geometry, with ωB97M-V with the def2-TZVPD basis set.

The total energy comes out at -8884.510 eV. Its HOMO energy (alpha / beta) is -23.5 / -23.3 eV.

Geometry as ORCA input:
```
! wB97M-V def2-TZVPD RIJCOSX def2/J DEFGRID3
* xyz 3 1
O 0.937 1.317 -1.771
H 1.324 0.955 -2.616
O -0.483 -0.591 0.381
C 0.320 0.189 -0.107
C 1.277 0.869 -0.661
O -0.866 -0.404 1.634
Ba -2.509 -2.335 3.140
*
```

2.
Computed, not measured: 2 unconnected molecules or ions with the total composition C2HBr at a distorted geometry, with ωB97M-V with the def2-TZVPD basis set.

The total energy comes out at -72122.898 eV. Its HOMO energy (alpha / beta) is -8.7 / -8.7 eV. For the relative energy (zero: lowest compared OMol25 entry of this formula, charge and spin), the calculation gives 4.7330 eV.

Geometry as ORCA input:
```
! wB97M-V def2-TZVPD RIJCOSX def2/J DEFGRID3
* xyz 0 1
C -0.671 -0.567 -0.321
C -1.814 1.052 -1.056
Br -3.245 1.192 0.049
H 0.476 -0.446 -0.569
*
```

3.
Computed, not measured: a molecular structure, C2HBr2N2 at a distorted geometry, with ωB97M-V with the def2-TZVPD basis set.

Its expectation value of S² is 2.0699. The total energy comes out at -145140.458 eV. Its HOMO energy (alpha / beta) is -13.1 / -15.1 eV. For the relative energy (zero: lowest compared OMol25 entry of this formula, charge and spin), the calculation gives 2.9674 eV.

Geometry as ORCA input:
```
! wB97M-V def2-TZVPD RIJCOSX def2/J DEFGRID3
* xyz 1 3
C -1.049 -0.190 -0.237
C 1.098 -0.570 0.120
N -1.043 2.158 -0.024
N -1.133 1.035 -0.056
Br 1.604 -2.283 0.090
Br 2.121 0.899 0.028
H -1.597 -1.048 0.078
*
```

4.
Computed, not measured: C2HBr2N3 in the gas phase at a distorted geometry, with ωB97M-V with the def2-TZVPD basis set.

Its expectation value of S² is 2.0304. The total energy comes out at -146638.279 eV. Its HOMO energy (alpha / beta) is -7.6 / -10.6 eV. For the relative energy (zero: lowest compared OMol25 entry of this formula, charge and spin), the calculation gives 1.8085 eV.

Geometry as ORCA input:
```
! wB97M-V def2-TZVPD RIJCOSX def2/J DEFGRID3
* xyz 0 3
C -0.407 0.552 0.911
C 0.047 -0.779 -1.238
N 0.793 0.293 1.128
N 1.104 -0.605 -0.731
N 1.639 -0.327 0.310
Br -1.323 1.329 2.400
Br -0.772 -0.996 -2.888
H -1.081 0.533 0.108
*
```

5.
Computed, not measured: 2 unconnected molecules or ions with the total composition C2HBr3O2 at a distorted geometry, with ωB97M-V with the def2-TZVPD basis set.

The total energy comes out at -216311.901 eV. Its HOMO energy is -10.7 eV. The SMILES is O=C(Br)C(=O)Br.Br. For the relative energy (zero: lowest compared OMol25 entry of this formula, charge and spin), the calculation gives 0.0772 eV.

Geometry as ORCA input:
```
! wB97M-V def2-TZVPD RIJCOSX def2/J DEFGRID3
* xyz 0 1
C -1.084 -0.393 0.547
C -1.285 0.674 -0.523
O -0.907 -0.250 1.700
O -1.836 0.593 -1.564
Br -1.444 -2.071 -0.224
Br -0.683 2.428 0.063
Br 2.928 -0.458 0.002
H 4.311 -0.524 -0.001
*
```

6.
Computed, not measured: 2 unconnected molecules or ions with the total composition C2HBrCl2F2 at a distorted geometry, with ωB97M-V with the def2-TZVPD basis set.

The total energy comes out at -102608.763 eV. Its HOMO energy (alpha / beta) is -9.1 / -8.5 eV. For the relative energy (zero: lowest compared OMol25 entry of this formula, charge and spin), the calculation gives 3.8402 eV.

Geometry as ORCA input:
```
! wB97M-V def2-TZVPD RIJCOSX def2/J DEFGRID3
* xyz 0 1
C 0.176 1.364 0.206
C -0.143 -1.249 -0.182
F 0.283 -1.257 -1.466
F -1.398 -1.670 -0.149
Cl -1.487 1.968 0.145
Cl 0.743 -1.956 1.083
Br 1.557 2.089 -0.727
H 0.268 0.712 1.089
*
```

Repeat the fifth record exactly.
Computed, not measured: 2 unconnected molecules or ions with the total composition C2HBr3O2 at a distorted geometry, with ωB97M-V with the def2-TZVPD basis set.

The total energy comes out at -216311.901 eV. Its HOMO energy is -10.7 eV. The SMILES is O=C(Br)C(=O)Br.Br. For the relative energy (zero: lowest compared OMol25 entry of this formula, charge and spin), the calculation gives 0.0772 eV.

Geometry as ORCA input:
```
! wB97M-V def2-TZVPD RIJCOSX def2/J DEFGRID3
* xyz 0 1
C -1.084 -0.393 0.547
C -1.285 0.674 -0.523
O -0.907 -0.250 1.700
O -1.836 0.593 -1.564
Br -1.444 -2.071 -0.224
Br -0.683 2.428 0.063
Br 2.928 -0.458 0.002
H 4.311 -0.524 -0.001
*
```